Below is a cluster of 9 separate species, C47H77F17O9S in total at a distorted geometry, with properties calculated with ωB97M-V/def2-TZVPD.

Values from the calculation:
- SMILES = CCSC[C@H]1OCC[C@H]1C(F)(F)C(F)(F)C(F)(F)C(F)(F)C(F)(F)C(F)(F)C(F)(F)C(F)(F)F.C1CCOC1.C1CCOC1.C1CCOC1.C1CCOC1.C1CCOC1.C1CCOC1.C1CCOC1.C1CCOC1
- E_LUMO (eV) = 0.5
- 2S+1 = 1
- relative energy (zero: lowest compared OMol25 entry of this formula, charge and spin) (kJ/mol) = 62.31
- electronic energy (hartree) = -4609.9353
- E_HOMO (eV) = -8.00

XYZ file:
```
151
Properties=species:S:1:pos:R:3:forces:R:3
C 1.311852 -2.555617 -1.104943 -0.824 0.244 -0.728
C -0.098869 -1.958234 -1.113035 0.617 0.439 0.429
S -0.069929 -0.548263 -2.248536 -0.562 -0.720 -0.829
C -1.672902 -0.520509 -3.061976 0.354 0.121 0.918
C -2.801855 0.213090 -2.377811 -0.450 -0.466 -0.338
O -2.961598 0.078976 -0.983843 0.545 -0.136 0.196
C -4.206841 0.691405 -0.767803 -1.716 1.064 0.098
C -4.478888 1.690423 -1.927000 1.562 0.649 0.598
C -3.130167 1.668297 -2.671030 -0.821 -0.675 -0.053
C -2.089340 2.759899 -2.507288 -0.544 -0.367 -0.010
F -2.460099 3.735421 -3.351592 -0.481 0.922 -0.534
F -0.936241 2.287147 -3.018092 0.451 -0.435 -0.144
C -1.713445 3.495852 -1.174706 0.601 -0.195 -0.290
F -2.591105 3.344976 -0.198503 -0.954 -0.893 0.546
F -1.694168 4.810383 -1.411643 0.374 0.790 -0.206
C -0.309565 3.089455 -0.604271 -0.350 0.654 0.009
F -0.171768 1.781345 -0.589218 0.052 -0.753 -0.198
F -0.307746 3.472698 0.676310 0.119 0.496 0.704
C 0.885678 3.825172 -1.298148 0.111 0.315 0.813
F 0.646023 4.098916 -2.569617 0.119 -0.221 -0.988
F 0.986025 5.022556 -0.707888 0.085 0.570 0.679
C 2.291551 3.166709 -1.109888 -1.052 -0.361 0.310
F 3.210550 4.104383 -1.246802 0.607 0.780 -0.895
F 2.398876 2.771219 0.163590 -0.421 -0.561 0.610
C 2.630747 1.941020 -1.976921 0.729 0.355 -0.442
F 3.927020 1.692802 -1.743211 0.956 0.171 0.087
F 1.986344 0.872435 -1.560865 -0.293 -0.069 0.488
C 2.479535 2.004228 -3.520154 0.623 -0.308 -0.112
F 1.219663 1.958563 -3.903968 -0.691 0.392 -0.161
F 3.021950 0.857840 -3.939752 0.626 -0.705 -0.064
C 3.229959 3.140030 -4.287044 -0.330 -0.776 -0.488
F 3.635313 2.637921 -5.443521 0.252 -0.285 -0.654
F 4.289631 3.570495 -3.646954 0.620 0.406 0.604
F 2.424187 4.134817 -4.569027 -0.528 0.916 0.215
H 1.600310 -2.899278 -0.128360 0.168 -0.284 0.340
H 1.349220 -3.334349 -1.846806 0.313 -0.496 -0.110
H 1.985002 -1.793888 -1.457372 0.633 0.218 0.135
H -0.277917 -1.555227 -0.131907 -0.491 0.116 0.441
H -0.859496 -2.683987 -1.342001 -0.369 -0.174 -0.244
H -1.997633 -1.521131 -3.284082 -0.029 -0.574 0.045
H -1.509375 -0.045154 -4.012485 0.132 0.255 -0.464
H -3.694274 -0.277353 -2.776158 -0.164 -0.181 -0.540
H -5.070044 0.033445 -0.741177 0.239 -0.857 0.040
H -4.256649 1.227312 0.160079 0.511 0.094 0.660
H -5.237889 1.347526 -2.599403 -0.426 -0.238 -0.316
H -4.733770 2.684232 -1.606856 -0.287 0.375 0.381
H -3.373992 1.702965 -3.721219 0.275 0.306 -0.557
C 4.855592 -6.328146 -2.133054 -0.158 0.050 0.164
C 3.755246 -6.839877 -3.058630 0.078 -0.004 -0.091
C 2.802532 -5.652001 -3.090883 -0.027 0.082 0.139
O 3.602029 -4.481294 -2.929650 0.012 -0.144 0.054
C 4.927301 -4.857087 -2.523246 -0.136 -0.217 -0.065
H 5.807596 -6.843033 -2.253346 0.010 0.006 -0.035
H 4.542194 -6.430360 -1.090904 0.014 -0.015 -0.001
H 4.161369 -7.023460 -4.055794 -0.009 0.001 -0.008
H 3.278216 -7.755764 -2.712259 -0.016 0.005 0.019
H 2.085324 -5.698929 -2.261858 -0.035 -0.077 -0.034
H 2.245366 -5.580526 -4.026300 -0.004 0.051 -0.005
H 5.595039 -4.701447 -3.362997 0.123 -0.007 -0.018
H 5.248336 -4.214871 -1.702338 -0.055 0.068 -0.024
C -8.196131 -3.144718 -1.606931 0.161 -0.042 -0.149
C -8.361441 -3.689220 -0.196508 -0.197 0.061 0.137
C -7.114821 -3.153573 0.490938 0.144 -0.046 -0.075
O -6.797019 -1.913189 -0.148692 -0.074 -0.074 -0.074
C -7.572222 -1.780707 -1.343647 -0.119 0.082 0.144
H -9.128094 -3.083360 -2.167242 -0.015 0.025 0.013
H -7.502266 -3.775399 -2.165645 -0.024 -0.036 0.001
H -9.256934 -3.264466 0.265175 0.018 0.014 0.021
H -8.436315 -4.773614 -0.154188 0.075 -0.018 -0.049
H -6.265824 -3.833669 0.359271 -0.044 -0.060 0.034
H -7.259238 -2.982974 1.558333 0.042 0.080 0.003
H -8.339804 -1.017301 -1.171684 -0.010 0.007 -0.072
H -6.927241 -1.444841 -2.157981 0.055 0.019 0.042
C -5.454594 -8.098830 -1.011470 -0.079 -0.007 0.119
C -6.600652 -8.752572 -1.777847 0.065 0.032 -0.116
C -7.679268 -7.681488 -1.693705 -0.050 0.031 0.126
O -7.000763 -6.422236 -1.648366 0.071 -0.118 0.024
C -5.604527 -6.639448 -1.417343 0.026 0.029 -0.147
H -4.474322 -8.505758 -1.252620 0.007 0.004 -0.028
H -5.614283 -8.208831 0.063288 0.016 0.008 0.008
H -6.310000 -8.912731 -2.818253 -0.015 -0.007 -0.007
H -6.919686 -9.707298 -1.363700 -0.011 0.004 0.029
H -8.272604 -7.786011 -0.778537 -0.022 -0.065 -0.021
H -8.356348 -7.694581 -2.548009 -0.006 0.070 -0.011
H -5.065855 -6.428458 -2.347322 0.063 -0.012 0.034
H -5.253937 -5.948238 -0.650280 -0.054 0.048 -0.005
C 3.405210 5.061692 3.483171 0.196 -0.039 -0.049
C 3.620005 3.773391 2.687724 -0.116 0.056 0.255
C 4.651510 3.059508 3.548215 0.212 0.050 -0.060
O 4.411024 3.456415 4.899544 -0.053 -0.014 -0.028
C 3.510188 4.565090 4.920630 -0.115 -0.077 -0.038
H 2.463729 5.563018 3.275029 -0.033 -0.064 -0.051
H 4.215823 5.762099 3.267880 -0.010 0.028 0.023
H 2.699413 3.188687 2.650137 -0.031 0.035 0.003
H 3.955986 3.941059 1.668447 0.067 0.019 0.003
H 5.670184 3.364704 3.282681 -0.005 -0.042 -0.092
H 4.583700 1.973146 3.469242 0.015 -0.016 0.089
H 2.539652 4.216678 5.290543 -0.013 0.049 0.002
H 3.890072 5.322162 5.608045 0.040 -0.027 0.024
C -6.966514 2.991976 3.412016 0.001 0.147 -0.043
C -8.360286 2.595266 2.939062 -0.022 -0.122 0.094
C -8.109888 2.292495 1.470209 0.019 0.093 -0.139
O -6.769488 1.809946 1.377495 0.060 0.054 -0.003
C -6.082507 2.050665 2.609511 -0.143 -0.223 0.045
H -6.821991 2.891323 4.484304 0.008 -0.016 0.075
H -6.760077 4.026763 3.134871 0.024 0.043 0.008
H -8.687477 1.691988 3.458983 -0.015 -0.001 -0.011
H -9.114798 3.366068 3.090161 0.022 0.018 -0.013
H -8.194238 3.197090 0.856763 -0.077 0.001 0.030
H -8.792217 1.539867 1.072193 0.061 -0.035 -0.041
H -5.953422 1.091834 3.123586 0.042 0.034 0.036
H -5.098873 2.468111 2.404544 0.077 0.015 -0.102
C 8.989802 -1.811273 -3.347456 0.043 -0.067 -0.109
C 8.091917 -1.023799 -4.298088 -0.058 0.048 0.114
C 7.120306 -2.098294 -4.766960 0.058 -0.087 -0.066
O 6.985668 -3.024505 -3.684318 0.288 0.265 -0.128
C 7.993818 -2.766058 -2.703264 -0.115 0.083 0.084
H 9.512170 -1.191946 -2.620397 -0.019 0.014 0.020
H 9.735223 -2.371707 -3.916038 0.008 -0.007 0.011
H 7.556613 -0.247252 -3.747552 -0.014 0.007 -0.011
H 8.627169 -0.550137 -5.119185 0.016 -0.020 -0.018
H 7.513277 -2.638451 -5.635191 0.005 0.060 -0.036
H 6.138587 -1.699714 -5.022708 -0.048 -0.053 0.040
H 7.514823 -2.309308 -1.830132 0.065 -0.002 0.035
H 8.447839 -3.708771 -2.395092 -0.047 -0.037 -0.023
C 0.655040 7.263871 4.554466 -0.043 0.082 -0.108
C -0.066142 7.786679 5.791077 0.130 -0.078 0.111
C -1.482482 7.296676 5.551457 -0.129 0.019 -0.193
O -1.373757 6.078948 4.808251 0.076 0.050 0.004
C -0.033884 5.921706 4.333386 -0.011 0.033 0.193
H 1.731553 7.172941 4.682685 0.013 0.007 0.034
H 0.467190 7.924926 3.705302 0.020 -0.007 -0.014
H 0.347734 7.321029 6.688290 -0.004 0.006 0.013
H -0.007920 8.866958 5.911816 -0.003 0.018 -0.025
H -2.053499 8.014935 4.953283 -0.006 0.044 0.048
H -2.025230 7.108494 6.476267 -0.068 -0.085 0.018
H 0.447324 5.129778 4.917311 0.051 -0.010 -0.050
H -0.048934 5.621591 3.284923 -0.103 -0.035 -0.004
C 6.681411 0.157201 5.350661 0.010 -0.054 0.141
C 7.747780 0.713501 4.416746 -0.036 0.083 -0.141
C 8.236791 -0.545174 3.712828 -0.004 -0.110 0.150
O 7.118432 -1.435155 3.656298 0.011 0.055 0.040
C 6.070206 -0.946987 4.499668 -0.011 0.101 -0.156
H 5.951585 0.898921 5.673276 -0.010 0.014 -0.032
H 7.150658 -0.269347 6.240182 -0.015 -0.011 0.007
H 7.289355 1.392790 3.694556 0.022 0.015 -0.005
H 8.545106 1.249259 4.929179 0.011 -0.009 0.013
H 9.036343 -1.032498 4.281659 0.044 0.054 -0.013
H 8.598997 -0.354851 2.702112 -0.040 -0.049 -0.038
H 5.269680 -0.557662 3.860228 -0.045 0.011 0.065
H 5.668907 -1.769013 5.092610 0.036 -0.060 -0.043
```
Forces are in eV/Å.